{"formula": "C25H65F6KN4O30S8", "method": "ωB97M-V/def2-TZVPD", "largest_force_ev_per_a": 3.691, "spin_multiplicity": 1, "e_tot_ha": -7852.0386, "elements": ["K", "S", "S", "S", "S", "S", "S", "S", "S", "F", "F", "F", "F", "F", "F", "O", "O", "O", "O", "O", "O", "O", "O", "O", "O", "O", "O", "O", "O", "O", "O", "O", "O", "O", "O", "O", "O", "O", "O", "O", "O", "O", "O", "O", "O", "N", "N", "N", "N", "C", "C", "C", "C", "C", "C", "C", "C", "C", "C", "C", "C", "C", "C", "C", "C", "C", "C", "C", "C", "C", "C", "C", "C", "C", "H", "H", "H", "H", "H", "H", "H", "H", "H", "H", "H", "H", "H", "H", "H", "H", "H", "H", "H", "H", "H", "H", "H", "H", "H", "H", "H", "H", "H", "H", "H", "H", "H", "H", "H", "H", "H", "H", "H", "H", "H", "H", "H", "H", "H", "H", "H", "H", "H", "H", "H", "H", "H", "H", "H", "H", "H", "H", "H", "H", "H", "H", "H", "H", "H"], "coordinates": [[1.303338, -3.694401, -2.793524], [-2.856224, 4.611202, 4.407962], [2.697079, -1.601474, -6.023050], [1.630770, -0.299724, -0.900318], [-5.766686, 0.768642, 4.691795], [-0.310365, -0.381839, 0.852578], [3.515853, 5.395286, -4.897600], [-2.210165, -1.938541, 5.470659], [-3.677834, -6.511960, -1.161845], [-0.043847, 1.345917, -2.128781], [-2.746779, -0.900673, -0.150241], [-2.630031, -0.397533, 2.010323], [1.308785, 0.261351, -3.416466], [-1.944962, -2.345780, 1.324772], [2.078305, 1.911446, -2.213013], [1.448142, -1.190067, -6.527297], [-2.831608, -1.495404, 6.657771], [2.479325, 6.247261, -5.352964], [-4.011835, -6.865236, 0.360529], [-5.918480, 1.760667, 3.482401], [-4.382021, 0.632305, 5.008461], [-1.567022, 4.661790, 3.489849], [4.278343, 6.190787, -3.758623], [-0.463773, 1.030835, 0.975614], [4.014691, 2.311326, 3.528209], [2.494922, -1.274704, -1.525503], [0.424698, -1.028243, 1.916952], [-4.598398, -5.554213, -1.610599], [-6.719070, 1.107463, 5.684839], [3.399108, -0.356183, -5.349141], [-2.855406, 5.858437, 5.064289], [-3.562029, -7.781096, -1.783702], [6.635957, 1.691376, 0.961799], [2.784757, -2.724128, -5.128713], [-3.993466, 4.203209, 3.656105], [4.476571, 4.902721, -5.811883], [2.264100, 0.487569, 0.106073], [0.192588, 3.618497, -6.203191], [-3.004773, -2.201056, 4.330859], [1.961511, 2.082951, 3.848341], [-1.046122, -2.291799, -2.894133], [0.172280, -3.981638, -0.148483], [-1.351939, -3.249975, 5.799177], [6.508943, 2.286635, -1.094923], [-0.322860, 2.680265, -4.412659], [-0.157892, 2.689492, -5.583211], [0.131429, -0.944185, -0.570548], [6.034542, 2.122141, 0.010886], [3.027689, 1.653147, 3.591170], [-4.285105, -5.755225, 1.281113], [-3.108454, -5.460261, 2.224107], [4.578243, -0.639680, -4.491754], [5.457692, 5.590905, -3.199413], [4.637635, 2.604958, 0.208029], [-0.960713, -0.753342, 5.040389], [-1.361273, 3.705983, 2.419327], [3.783293, -1.887500, -7.398438], [1.167873, 0.895677, -2.281165], [-6.297073, -0.809481, 3.998934], [-2.162118, 4.045591, 1.179130], [-2.085439, -5.735704, -1.102692], [5.404689, 0.640184, -4.432554], [-5.083515, 1.507572, 2.342360], [3.171877, 0.192972, 3.267824], [-2.031222, -1.026185, 1.011591], [-5.506252, 2.327047, 1.183969], [-2.452524, -2.028618, -3.136683], [6.193540, 6.639108, -2.442266], [-2.386393, 3.337504, 5.537752], [-0.742800, -3.956161, 4.640811], [0.104200, -5.126803, 5.175098], [0.840680, -4.686178, 0.870531], [-0.373357, 1.407665, -6.310734], [2.814859, 4.023578, -4.002492], [6.080606, 5.159207, -3.981006], [5.210616, 4.799118, -2.486587], [-2.601526, 2.347705, 5.173134], [1.232475, -5.636586, 0.506296], [-1.816327, 4.999763, 0.763125], [-3.280126, -4.523784, 2.769435], [0.236730, 1.434254, -7.196401], [0.666713, -5.627140, 4.392937], [3.052347, 0.213016, 2.186075], [-4.611040, -4.841275, 0.787699], [-5.459417, -1.253952, 3.477616], [-0.203453, 0.590993, -5.634246], [-3.094334, -6.203741, 3.024980], [-0.606054, -5.847277, 5.586923], [-2.736272, -2.436326, -4.114065], [4.427155, 2.596979, 1.268842], [-1.658818, 2.697691, 2.758412], [5.635141, 7.014636, -1.595627], [-3.080582, -2.612848, -2.455369], [6.487769, 7.470708, -3.090254], [5.990651, 0.708949, -5.339738], [-7.153370, -0.578775, 3.377519], [3.660593, 3.578582, -3.494975], [4.028367, 1.849169, -0.272855], [-6.492239, 1.998233, 0.810865], [-0.286662, 3.633531, 2.272874], [-3.211877, 4.105590, 1.445875], [1.985870, 4.360089, -3.392986], [-0.808727, -1.876786, -2.026728], [4.316643, -1.042079, -3.510262], [0.094533, -3.019689, -0.091143], [7.175197, 6.231574, -2.175080], [-1.432247, 1.467481, -6.570653], [-2.671982, -0.960411, -3.151606], [5.126351, -1.447631, -4.991002], [1.754367, -4.146287, 1.184221], [-1.541360, -6.138471, -0.253673], [4.620411, 3.578759, -0.250154], [-5.112376, 0.432902, 2.128125], [3.257313, -2.557132, -8.077990], [4.809542, 1.494834, -4.137504], [-1.546855, -4.396153, 4.017133], [-4.029812, 1.707281, 2.570200], [-4.930679, 2.092914, 0.280221], [-0.256518, -3.301471, 3.893967], [-1.561822, -5.960849, -2.019353], [4.722572, -2.338325, -7.116649], [2.454318, -0.403533, 3.798486], [0.737800, -4.789669, 5.995040], [3.844195, -0.917064, -7.881865], [2.380912, 3.394600, -4.776360], [-1.427350, 0.180186, 5.331024], [6.102398, 0.504245, -3.594434], [4.190928, -0.037275, 3.549365], [-2.826284, 3.590025, 6.498621], [0.235280, -4.811792, 1.771799], [-2.164675, -5.364108, 1.709957], [-0.749853, -0.786963, 3.980013], [-5.531942, 3.393722, 1.370114], [-2.028261, 3.344259, 0.354314], [-0.076128, -0.932460, 5.639744], [-1.314625, 3.501734, 5.677931], [-6.527913, -1.376289, 4.891370], [-5.090520, -6.168166, 1.885184], [-2.204269, -4.694916, -0.824611]], "forces_ev_per_angstrom": [[0.0, 0.4, -0.1], [0.6, -0.8, -0.3], [2.0, -0.3, 0.0], [-0.3, -0.5, -1.3], [0.0, -1.6, -0.5], [-0.3, 0.3, 2.1], [-0.9, 0.2, 0.7], [1.2, 0.4, 0.0], [1.0, -1.2, 1.2], [-0.2, 0.3, 0.0], [0.6, -0.1, 1.4], [0.1, -0.1, -0.6], [-0.1, -0.1, -0.9], [-0.4, 0.7, -0.4], [-0.9, -0.7, -0.3], [-1.1, 0.5, -0.2], [0.0, -0.4, 1.0], [-0.3, 0.4, 0.0], [0.4, 1.0, -0.1], [-0.4, 0.4, 0.0], [0.6, 0.3, 0.2], [0.2, 0.2, -0.6], [-0.2, -0.1, 0.1], [-0.2, 0.4, -0.6], [2.3, 1.2, -0.3], [-0.8, -0.5, -0.2], [-0.3, -0.3, -0.3], [-1.4, 1.5, -0.8], [-0.3, 0.7, 0.2], [-0.2, -0.4, 0.6], [0.0, 0.9, 0.7], [0.2, -0.4, -0.3], [0.1, -0.5, 0.2], [-0.3, -0.3, 0.5], [-0.5, -0.3, -0.4], [0.9, -0.7, -0.7], [-0.5, 0.2, 0.6], [1.0, 2.8, -2.2], [-0.8, -0.6, -1.4], [-2.9, 0.7, 0.6], [-0.3, 0.4, 0.6], [-0.3, -0.7, -1.4], [0.6, -0.4, -0.9], [0.0, -0.2, -0.5], [-0.7, -0.1, 3.1], [0.1, -2.5, -0.8], [1.9, 0.6, -0.1], [0.1, 0.9, 0.3], [0.4, -1.9, 0.0], [0.3, -0.4, 0.8], [-0.9, 0.0, 0.4], [0.3, 0.0, -0.6], [0.3, -0.3, 0.2], [0.4, -0.8, 0.2], [-0.4, -0.2, 0.2], [-0.5, -1.2, 0.1], [-1.0, 0.0, -0.2], [1.3, 0.3, 1.3], [0.5, 1.1, 0.4], [0.5, 0.7, -0.3], [-0.1, -0.2, 1.2], [0.2, -1.4, 1.0], [1.3, -0.7, 0.1], [0.7, 0.8, -0.2], [-0.3, -1.0, -0.6], [-1.4, -0.4, -1.5], [0.2, -0.8, -0.4], [1.2, 0.6, -0.5], [0.8, 0.9, 0.5], [-0.8, -0.8, -0.7], [-1.0, 0.8, 0.5], [1.3, 1.2, 0.8], [-0.9, 0.5, -0.1], [0.1, 0.6, -0.9], [-0.1, 0.1, -0.2], [-0.4, -0.2, -0.2], [-0.3, -0.2, 0.0], [-0.6, -0.1, -0.2], [-0.3, 0.0, 0.2], [-0.2, 0.1, -0.4], [0.2, -0.2, -0.2], [0.1, 0.2, -0.1], [-0.1, -0.6, 0.1], [-0.1, -0.3, -0.4], [0.0, -0.1, -0.2], [0.2, -0.2, 0.1], [0.5, -0.2, -0.3], [0.2, -0.1, 0.1], [0.5, 0.2, 0.0], [0.1, 0.2, 0.1], [0.0, 0.3, 0.1], [0.1, 0.0, 0.2], [0.1, 0.5, 0.3], [-0.5, 0.1, 0.0], [-0.1, 0.7, -0.2], [-0.2, -0.4, -0.1], [-0.2, -0.4, 0.3], [-0.3, 0.3, -0.3], [-0.1, 0.4, 0.6], [0.0, 0.4, -0.1], [-0.1, 0.1, -0.2], [0.2, 0.1, 0.4], [-0.4, -0.2, -0.8], [-0.6, 0.4, -0.2], [0.4, 0.0, 0.8], [-0.3, -0.1, 0.5], [0.1, -0.3, -0.2], [0.0, -0.1, 0.3], [0.1, 0.2, 0.1], [-0.4, 0.0, 0.0], [0.1, -0.5, -0.1], [-0.4, 0.2, -0.1], [-0.2, 0.2, -0.2], [0.0, -0.1, 0.1], [-0.1, 0.3, -0.5], [0.1, 0.3, 0.7], [-0.3, 0.2, 0.4], [0.6, 0.2, 0.5], [0.3, 0.3, 1.0], [0.0, 0.3, -0.3], [0.2, 0.2, 0.2], [-0.5, 0.0, 0.0], [0.2, -0.1, -0.2], [0.4, 0.0, -0.1], [0.3, -0.3, 0.0], [0.1, 0.3, -0.1], [0.1, 0.0, -0.2], [0.1, -0.2, -0.1], [-0.5, -0.3, -0.1], [-0.2, -0.2, -0.2], [0.3, -0.1, -0.1], [0.1, 0.0, -0.1], [0.1, 0.1, 0.1], [0.1, -0.4, 0.3], [0.1, 0.0, 0.1], [0.0, -0.2, -0.1], [-0.3, -0.3, 0.0], [-0.2, 0.3, -0.1], [0.0, 0.3, -0.6]], "lowdin_charge": [0.873, 0.552, 0.549, 0.651, 0.561, 0.573, 0.547, 0.541, 0.545, 0.176, 0.117, 0.156, 0.154, 0.106, 0.108, -0.245, -0.242, -0.251, -0.245, -0.231, -0.283, -0.253, -0.236, -0.252, 0.061, -0.325, -0.290, -0.263, -0.249, -0.263, -0.248, -0.259, 0.084, -0.341, -0.267, -0.270, -0.287, 0.111, -0.283, 0.093, -0.240, -0.205, -0.250, 0.039, 0.071, -0.490, -0.304, -0.450, -0.480, -0.211, -0.066, -0.213, -0.287, 0.068, -0.090, -0.245, -0.100, -0.661, -0.099, -0.061, -0.122, -0.032, -0.298, 0.068, -0.603, -0.066, -0.109, -0.070, -0.104, -0.233, -0.053, -0.131, 0.064, -0.124, 0.121, 0.099, 0.033, 0.088, 0.087, 0.067, 0.097, 0.069, 0.070, 0.114, 0.044, 0.070, 0.087, 0.081, 0.085, 0.073, 0.102, 0.082, 0.076, 0.088, 0.085, 0.074, 0.040, 0.069, 0.088, 0.117, 0.047, 0.080, 0.012, 0.108, 0.021, 0.089, 0.110, 0.086, 0.108, 0.096, 0.057, 0.093, 0.102, 0.078, 0.068, 0.079, 0.099, 0.087, 0.111, 0.073, 0.070, 0.083, 0.079, 0.081, 0.055, 0.060, 0.087, 0.098, 0.080, 0.067, 0.046, 0.033, 0.081, 0.073, 0.079, 0.078, 0.073, 0.123, 0.056]}